[1]
35
Properties=species:S:1:pos:R:3:forces:R:3 method="wB97M-V/def2-TZVPD" lumo_ev=-13.248 spin_multiplicity=1 charge=+2 de_lowest_kj_mol=0.0 e_tot_ha=-1102.48307
Tl 21.719 6.716 3.999 -0.105 0.190 -0.141
F 20.806 9.105 2.688 0.150 0.248 0.070
C 20.969 13.237 3.827 -0.503 0.073 0.792
C 21.184 12.538 2.492 0.946 0.480 -0.479
O 20.140 11.655 2.161 0.078 -0.448 0.557
H 21.719 13.996 4.046 0.111 -0.004 -0.403
H 21.080 12.492 4.622 -0.020 -0.023 -0.047
H 19.990 13.698 3.957 -0.017 0.013 -0.329
H 22.168 12.063 2.572 -0.283 -0.501 -0.156
H 21.281 13.214 1.629 -0.322 0.343 0.369
H 20.412 10.742 2.398 0.139 -0.178 -0.159
C 18.152 7.360 2.544 -0.991 0.154 -0.573
O 19.030 6.592 2.891 0.399 -0.093 0.188
N 18.502 8.608 2.034 -0.660 -0.464 0.480
N 16.826 7.094 2.483 0.057 0.147 0.207
H 19.507 8.809 2.036 1.181 0.214 -0.004
H 17.818 9.254 1.665 -0.124 0.137 -0.097
H 16.472 6.157 2.591 0.256 -0.137 0.184
H 16.143 7.787 2.227 0.056 0.080 -0.108
C 24.121 9.374 1.908 -0.110 -0.184 -1.405
O 23.621 8.415 2.522 -0.044 0.121 0.575
N 23.388 9.995 0.928 0.456 -0.069 0.877
N 25.405 9.770 2.036 -0.712 -0.295 0.393
H 22.395 9.820 0.958 0.086 0.154 -0.150
H 23.770 10.847 0.550 -0.430 0.078 -0.227
H 26.032 9.151 2.521 0.154 0.187 0.040
H 25.756 10.483 1.422 0.333 -0.109 0.002
C 18.879 8.950 5.750 -0.218 -0.294 0.466
O 19.382 7.820 5.630 -0.079 0.420 -0.330
N 19.404 10.019 5.078 -0.433 0.445 -0.166
N 17.802 9.221 6.529 0.897 -0.685 -0.849
H 18.947 10.912 5.194 0.259 0.211 -0.125
H 20.249 9.970 4.524 -0.001 -0.392 -0.023
H 17.506 10.160 6.712 -0.301 -0.058 0.208
H 17.348 8.408 6.910 -0.204 0.240 0.366

[2]
34
Properties=species:S:1:pos:R:3:forces:R:3 method="wB97M-V/def2-TZVPD" lumo_ev="-8.066 / -8.019" spin_multiplicity=6 s2=8.75 charge=+2 de_lowest_kj_mol=375.7 e_tot_ha=-1980.91712
Mn 0.612 0.101 0.112 -1.129 1.763 -0.512
C -3.912 0.285 -0.520 1.050 0.296 -0.683
C -2.587 -0.204 0.126 -3.805 0.699 0.778
O -1.516 0.440 -0.499 1.466 0.078 2.009
H -4.076 -0.214 -1.488 0.020 0.562 0.090
H -3.797 1.400 -0.582 -0.329 -1.004 -0.369
H -4.788 0.100 0.077 -0.161 -0.282 0.428
H -2.554 -1.270 0.248 0.433 -0.663 -0.684
H -2.767 0.156 1.118 1.013 0.532 0.925
H -1.632 0.296 -1.404 -0.422 -0.162 -2.544
C 0.964 -2.327 1.067 6.025 -8.761 -6.642
O 1.546 -3.381 0.358 -4.103 6.330 4.961
N 1.603 -1.240 1.421 12.049 3.336 3.364
N -0.139 -1.703 0.769 -10.818 -5.357 -0.522
H 2.636 -1.390 1.016 -2.164 0.217 1.079
H 1.948 -1.018 2.369 -0.760 -0.407 0.283
H -0.702 -2.445 0.219 0.054 1.530 0.917
H -0.645 -1.619 1.714 0.127 0.409 -1.571
C 1.724 1.855 1.835 12.214 -2.712 8.830
O 2.511 1.597 2.875 -4.168 1.946 -5.085
N 2.078 1.689 0.609 8.676 1.784 -9.179
N 0.528 1.534 1.730 -12.682 0.408 6.176
H 3.099 1.428 0.413 -1.346 1.091 0.866
H 1.916 2.527 0.008 -0.077 -0.726 0.364
H 0.366 1.229 2.726 -1.350 0.465 -0.687
H 0.010 2.436 1.611 -0.722 -0.937 -0.068
C 0.978 -0.053 -2.589 -7.020 -3.909 -12.030
O 0.327 -0.283 -3.817 4.946 1.210 7.766
N 0.742 1.001 -1.890 -1.919 10.715 -0.577
N 1.188 -0.931 -1.634 3.185 -10.344 0.859
H 1.491 1.689 -2.063 0.043 0.139 0.359
H -0.055 1.520 -2.399 1.317 -0.531 0.784
H 0.716 -1.890 -1.884 0.924 1.878 0.204
H 2.172 -1.308 -1.640 -0.568 0.406 0.110